# 1
Molecular formula: C29H56AlBrCl7F5IMgN7NaO8PV
Method: DFT, ωB97M-V/def2-TZVPD

```
119
Properties=species:S:1:pos:R:3:lowdin_charge:R:1
C 5.51 0.74 1.99 -0.133
C 4.40 1.47 1.04 -0.205
C 4.01 0.46 -0.14 -0.148
N 2.83 -0.39 0.04 -0.007
C 2.85 -1.60 0.82 -0.204
N 3.53 -2.74 0.71 -0.019
C 4.44 -2.87 -0.50 -0.016
C 3.81 -4.10 -1.36 -0.393
O 2.60 -3.93 -1.67 0.008
N 4.57 -5.27 -1.77 -0.165
C 3.72 -6.27 -2.48 -0.089
C 5.63 -4.73 -2.70 -0.077
C 3.50 -3.91 1.62 -0.606
I 1.83 -5.27 1.40 1.003
C 3.64 -3.56 3.19 -0.402
C 3.89 -4.89 4.10 -0.160
N 1.84 -1.28 1.88 -0.430
Br 2.43 -0.28 3.34 0.857
C 0.74 -0.67 1.02 -0.484
C -0.23 0.12 2.00 -0.243
C -1.71 0.36 1.37 -0.214
C -2.43 1.70 1.87 -0.373
C -3.72 1.90 0.86 -0.117
C -2.99 1.52 3.37 -0.114
P -0.17 -2.32 0.57 0.727
O -1.42 -2.02 -0.54 -0.317
Cl -1.18 -3.08 2.31 0.157
C 1.43 0.12 -0.23 -0.279
C 1.15 1.69 -0.10 -0.096
C 1.72 2.59 -1.29 -0.087
C 2.80 3.68 -0.84 -0.442
N 3.93 3.91 -1.74 0.118
O 2.79 4.32 0.24 0.016
C 1.20 -0.46 -1.69 -0.051
C -0.26 0.18 -2.32 -0.183
C -1.05 -0.85 -3.35 -0.014
O -0.26 0.46 -3.80 -0.176
H 6.53 1.17 1.69 0.090
H 5.28 0.94 3.10 0.057
H 5.56 -0.39 1.81 0.049
H 3.54 1.83 1.69 0.067
H 4.92 2.37 0.58 0.112
H 4.93 -0.22 -0.27 0.120
H 4.00 1.08 -1.11 0.132
H 4.34 -1.97 -1.21 0.148
H 5.52 -3.11 -0.22 0.140
H 2.70 -6.43 -2.00 0.094
H 3.51 -6.00 -3.57 0.116
H 4.25 -7.30 -2.41 0.106
H 5.18 -4.28 -3.66 0.117
H 6.34 -5.59 -2.95 0.106
H 6.26 -3.91 -2.22 0.087
H 4.44 -4.53 1.38 0.122
H 2.58 -3.18 3.53 -0.176
H 4.47 -2.82 3.41 0.109
H 2.87 -5.41 4.23 0.010
H 4.64 -5.61 3.64 0.102
H 4.19 -4.56 5.17 0.059
H -0.43 -0.47 2.97 0.084
H 0.13 1.15 2.35 0.093
H -1.72 0.32 0.23 0.083
H -2.35 -0.53 1.73 0.089
H -1.69 2.55 1.80 0.126
H -4.59 2.38 1.40 0.015
H -3.32 2.48 -0.03 0.080
H -3.97 0.84 0.49 0.041
H -3.61 0.56 3.50 0.011
H -2.12 1.43 4.12 0.073
H -3.60 2.46 3.61 0.094
H -1.85 -2.90 -0.68 0.087
H 1.57 2.14 0.88 0.117
H 0.02 1.91 -0.04 0.118
H 0.84 3.20 -1.73 0.147
H 2.18 2.03 -2.17 0.109
H 4.51 4.70 -1.44 0.076
H 3.63 3.98 -2.72 0.095
H 1.12 -1.60 -1.77 0.069
H 1.95 -0.10 -2.47 0.129
H -0.93 0.85 -1.59 0.135
H -0.43 -1.53 -4.03 0.103
H -2.17 -0.64 -3.46 0.070
C -7.05 0.36 2.46 -1.052
Cl -7.09 2.01 1.84 0.565
Cl -5.43 -0.34 2.31 0.585
H -7.34 0.37 3.52 0.043
H -7.76 -0.24 1.90 -0.084
F -9.91 0.66 0.68 -0.257
Al -11.23 1.72 0.14 0.048
F -11.48 3.01 1.32 -0.240
F -12.72 0.78 -0.03 -0.244
F -10.80 2.44 -1.44 -0.215
C 2.07 -0.97 7.67 -1.527
Cl 0.49 -1.47 8.26 0.583
Cl 1.97 -0.40 5.99 0.404
Cl 2.76 0.27 8.72 0.586
H 2.74 -1.84 7.69 -0.021
C -11.95 2.31 -5.27 0.030
C -11.34 0.95 -4.82 -0.288
O -11.46 0.89 -3.52 0.240
H -11.42 3.16 -4.82 0.105
H -11.87 2.40 -6.35 0.106
H -13.01 2.39 -5.00 0.103
H -10.32 0.93 -5.25 0.136
H -11.86 0.19 -5.43 0.168
Na 4.02 -2.23 5.99 0.396
Cl -6.99 -0.54 -0.03 0.147
C 5.93 7.41 -2.55 -0.696
O 6.37 6.51 -1.84 0.012
N 4.63 7.46 -2.93 0.153
N 6.70 8.42 -3.02 0.155
H 4.25 8.19 -3.51 0.100
H 4.03 6.73 -2.60 0.087
H 7.68 8.41 -2.76 0.111
H 6.36 9.16 -3.61 0.099
O -3.70 -2.38 -4.02 -0.538
V -5.15 -1.60 -4.57 1.204
O -6.62 -0.86 -5.12 -0.564
F 0.57 -2.81 -3.30 -0.525
Mg 1.28 -3.47 4.52 0.631
```

Properties
HOMO-LUMO gap: 1.921 eV
charge: +1
HOMO: -9.19 eV

# 2
Molecular formula: C37H94F3O13Zn2
Method: DFT, ωB97M-V/def2-TZVPD

```
149
Properties=species:S:1:pos:R:3:lowdin_charge:R:1
Zn -0.33 -0.40 4.65 1.107
Zn -1.64 -2.13 1.19 1.185
C 0.14 -0.11 1.24 -0.323
O -0.88 -0.45 0.31 -0.187
O -0.40 -0.67 2.42 -0.231
C 1.56 -0.55 0.72 -0.501
F 2.62 -0.36 1.53 0.156
F 1.55 -1.90 0.40 0.093
F 1.84 0.06 -0.41 0.186
C -1.13 0.60 -0.65 -0.174
C -2.17 0.11 -1.66 -0.040
H -3.11 -0.16 -1.18 0.077
H -2.26 0.88 -2.43 0.104
H -1.79 -0.76 -2.21 0.056
H -0.21 0.97 -1.11 0.112
H -1.61 1.46 -0.18 0.117
H 0.15 0.97 1.38 0.166
C -2.96 -4.04 4.74 -0.023
C -1.89 -3.25 5.54 -0.428
C -0.96 -4.16 6.40 -0.007
O -1.15 -2.41 4.68 -0.128
H -3.62 -3.29 4.30 0.079
H -3.63 -4.68 5.31 0.107
H -2.53 -4.75 4.03 0.089
H -2.49 -2.61 6.18 0.141
H -0.54 -3.68 7.28 0.091
H -0.18 -4.62 5.80 0.072
H -1.44 -5.03 6.84 0.099
H -0.87 -2.99 3.97 0.085
C -3.72 2.24 5.22 -0.012
C -3.24 1.26 4.16 -0.459
C -2.54 1.95 3.01 -0.034
O -2.40 0.32 4.77 -0.069
H -4.14 1.79 6.12 0.098
H -4.44 2.90 4.75 0.097
H -2.90 2.91 5.51 0.100
H -4.12 0.81 3.69 0.155
H -2.40 1.31 2.14 0.058
H -1.55 2.34 3.28 0.086
H -3.18 2.78 2.71 0.082
H -2.99 -0.25 5.26 0.116
C -4.88 2.19 -0.17 -0.053
C -5.94 3.05 0.46 -0.531
C -5.36 4.23 1.25 -0.045
O -6.71 3.57 -0.53 -0.005
H -4.28 1.57 0.50 0.043
H -4.14 2.82 -0.68 0.086
H -5.27 1.43 -0.85 0.084
H -6.56 2.48 1.15 0.136
H -4.60 4.87 0.81 0.086
H -4.90 3.92 2.19 0.044
H -6.13 4.96 1.52 0.088
H -7.40 4.15 -0.19 0.113
C -3.78 -0.12 -6.33 -0.052
C -3.61 -1.53 -5.83 -0.478
C -4.05 -1.69 -4.36 -0.056
O -4.42 -2.34 -6.67 -0.028
H -3.17 0.60 -5.79 0.065
H -4.81 0.23 -6.24 0.091
H -3.46 0.04 -7.36 0.094
H -2.57 -1.88 -5.84 0.132
H -5.13 -1.58 -4.26 0.089
H -3.55 -0.96 -3.72 0.052
H -3.84 -2.71 -4.04 0.060
H -5.32 -2.12 -6.39 0.088
C -0.32 4.81 1.08 -0.035
C -0.40 4.56 -0.45 -0.501
C -0.08 5.73 -1.33 -0.025
O 0.54 3.55 -0.69 -0.083
H -0.46 3.91 1.66 0.044
H -0.94 5.62 1.47 0.084
H 0.70 5.12 1.31 0.071
H -1.37 4.10 -0.65 0.123
H -0.97 6.36 -1.36 0.095
H 0.06 5.39 -2.35 0.074
H 0.88 6.17 -1.05 0.096
H 1.40 3.96 -0.53 0.033
C -1.42 -3.46 -2.94 0.003
C -2.34 -3.38 -1.69 -0.409
C -2.91 -4.74 -1.22 -0.021
O -1.50 -3.10 -0.60 -0.129
H -0.37 -3.70 -2.74 0.091
H -1.44 -2.58 -3.58 0.074
H -1.81 -4.26 -3.56 0.099
H -3.14 -2.64 -1.73 0.129
H -3.87 -4.65 -0.71 0.092
H -2.29 -5.42 -0.65 0.094
H -3.19 -5.31 -2.10 0.100
H -0.92 -3.86 -0.50 0.118
C 2.63 -2.06 -2.91 -0.040
C 3.45 -1.07 -3.80 -0.455
C 4.85 -1.56 -4.15 -0.038
O 2.82 -0.92 -5.05 -0.062
H 1.58 -1.80 -2.90 0.051
H 2.89 -2.09 -1.86 0.044
H 2.72 -3.08 -3.30 0.086
H 3.53 -0.09 -3.34 0.138
H 5.34 -0.83 -4.79 0.096
H 4.93 -2.46 -4.75 0.094
H 5.31 -1.65 -3.17 0.066
H 2.75 -1.78 -5.47 0.117
C 1.11 3.59 -5.30 -0.018
C 1.43 2.16 -4.84 -0.520
C 0.33 1.44 -4.06 -0.053
O 1.79 1.42 -5.96 -0.034
H 2.03 4.01 -5.71 0.091
H 0.83 4.18 -4.42 0.056
H 0.22 3.58 -5.92 0.090
H 2.27 2.10 -4.15 0.125
H 0.70 0.53 -3.60 0.055
H -0.57 1.31 -4.67 0.081
H 0.13 2.10 -3.21 0.057
H 2.19 0.60 -5.67 0.033
C 3.65 -1.37 4.33 -0.005
C 2.38 -2.23 4.06 -0.407
C 2.62 -3.69 4.41 -0.011
O 1.39 -1.68 4.95 -0.120
H 4.35 -1.33 3.49 0.081
H 4.16 -1.70 5.23 0.097
H 3.34 -0.36 4.60 0.079
H 1.87 -2.12 3.10 0.109
H 3.19 -4.17 3.61 0.103
H 1.66 -4.21 4.47 0.064
H 3.14 -3.91 5.35 0.108
H 1.56 -2.14 5.78 0.117
C 4.35 2.26 0.38 -0.030
C 3.40 3.30 1.00 -0.497
C 3.95 4.07 2.18 -0.043
O 3.11 4.28 0.03 -0.065
H 5.12 2.84 -0.13 0.097
H 3.82 1.51 -0.20 0.056
H 4.85 1.72 1.18 0.074
H 2.52 2.79 1.37 0.117
H 3.29 4.88 2.49 0.088
H 4.94 4.44 1.89 0.094
H 4.10 3.37 3.00 0.078
H 3.90 4.76 -0.23 0.119
C 5.56 -3.58 0.86 -0.056
C 6.22 -2.58 -0.07 -0.533
C 5.63 -1.15 0.13 -0.046
O 7.55 -2.56 0.22 -0.004
H 6.05 -4.55 0.85 0.090
H 4.52 -3.66 0.54 0.067
H 5.63 -3.26 1.90 0.069
H 6.05 -2.96 -1.08 0.130
H 4.57 -1.08 -0.12 0.041
H 6.13 -0.58 -0.65 0.080
H 5.81 -0.75 1.13 0.079
H 7.96 -2.00 -0.45 0.106
```

Properties
HOMO-LUMO gap: 2.586 eV
relative energy (zero: lowest compared OMol25 entry of this formula, charge and spin): 0.0 kJ/mol
charge: +3
HOMO: -14.11 eV

# 3
Molecular formula: C16H24BBiN10
Method: DFT, ωB97M-V/def2-TZVPD

```
52
Properties=species:S:1:pos:R:3:lowdin_charge:R:1
Bi 0.78 0.38 -1.93 1.861
C -0.57 -1.93 -4.30 -0.013
C -1.04 -2.07 -2.90 -0.306
C -1.94 -2.97 -2.36 0.058
C -2.03 -2.67 -1.01 0.032
N -1.22 -1.65 -0.72 0.060
N -0.60 -1.27 -1.89 -0.162
B -0.90 -0.89 0.61 -0.634
N 0.66 -0.97 0.83 0.045
C 1.36 -1.44 1.85 0.032
C 2.72 -1.29 1.58 0.057
C 2.80 -0.69 0.34 -0.316
C 4.00 -0.30 -0.45 -0.021
N 1.54 -0.50 -0.11 -0.171
N -1.25 0.62 0.37 0.045
C -2.08 1.44 1.00 0.031
C -2.04 2.70 0.41 0.056
C -1.13 2.60 -0.62 -0.315
C -0.67 3.63 -1.60 -0.023
N -0.65 1.33 -0.63 -0.169
N -1.57 -1.35 1.86 -0.017
C -2.42 -2.35 2.25 -0.041
C -2.64 -2.22 3.58 0.019
C -1.88 -1.09 3.98 -0.319
C -1.75 -0.52 5.35 -0.009
N -1.24 -0.58 2.95 0.091
H -1.06 -2.68 -4.92 0.107
H 0.51 -2.07 -4.40 0.091
H -0.83 -0.95 -4.73 0.092
H -2.47 -3.74 -2.89 0.142
H -2.64 -3.14 -0.27 0.126
H 0.88 -1.86 2.72 0.150
H 3.55 -1.58 2.21 0.139
H 4.90 -0.73 -0.02 0.108
H 4.12 0.79 -0.45 0.065
H 3.93 -0.64 -1.49 0.080
H -2.67 1.10 1.84 0.149
H -2.60 3.57 0.70 0.138
H -1.28 4.53 -1.51 0.107
H -0.75 3.27 -2.63 0.083
H 0.37 3.91 -1.40 0.059
H -2.81 -3.10 1.58 0.105
H -3.26 -2.84 4.21 0.124
H -2.36 -1.07 6.07 0.090
H -2.04 0.53 5.37 0.087
H -0.71 -0.53 5.69 0.087
N 3.18 3.76 -1.77 0.166
N 3.42 3.05 -2.86 0.150
H 3.11 4.78 -1.88 0.183
H 3.76 3.50 -0.97 0.161
H 4.35 2.63 -2.93 0.175
H 3.16 3.54 -3.72 0.168
```

Properties
multiplicity: 2
HOMO-LUMO gap (alpha / beta): 6.293 / 3.415 eV
charge: +3
HOMO (alpha / beta): -16.38 / -16.38 eV

# 4
Molecular formula: C33H32ErI2N3O5S2
Method: DFT, ωB97M-V/def2-TZVPD

```
78
Properties=species:S:1:pos:R:3:lowdin_charge:R:1
Er -0.17 -0.59 0.32 1.146
C -2.40 -0.03 -2.79 -0.003
C -1.03 0.48 -2.51 -0.294
N -0.86 1.23 -1.46 -0.023
N 0.18 2.13 -1.60 -0.047
C 1.10 2.38 -0.76 -1.061
S 1.48 1.63 0.78 0.443
S 2.25 3.66 -1.31 0.881
C 2.99 2.63 -2.63 -0.413
C 4.03 3.38 -3.42 -0.287
C 3.95 3.42 -4.80 -0.039
C 4.93 4.06 -5.55 -0.096
C 6.00 4.68 -4.92 -0.112
C 6.08 4.64 -3.53 -0.094
C 5.11 4.00 -2.79 -0.059
C 0.09 0.11 -3.36 -0.128
C 0.02 0.06 -4.76 -0.051
C 1.10 -0.36 -5.51 -0.122
C 2.25 -0.80 -4.86 -0.098
C 2.34 -0.80 -3.48 -0.016
C 1.27 -0.33 -2.68 -0.376
O 1.35 -0.31 -1.39 -0.246
H -2.99 0.78 -3.22 0.100
H -2.89 -0.34 -1.86 0.050
H -2.39 -0.87 -3.48 0.090
H 2.18 2.30 -3.27 0.070
H 3.43 1.76 -2.15 0.097
H 3.11 2.94 -5.30 0.112
H 4.85 4.09 -6.63 0.095
H 6.77 5.17 -5.50 0.092
H 6.92 5.12 -3.03 0.097
H 5.17 3.97 -1.71 0.107
H -0.89 0.39 -5.25 0.110
H 1.04 -0.37 -6.59 0.084
H 3.10 -1.16 -5.44 0.097
H 3.22 -1.16 -2.97 0.120
C -2.25 -1.87 1.18 -0.378
C -3.38 -1.12 0.70 -0.271
C -3.84 -1.72 -0.47 -0.280
C -3.03 -2.85 -0.75 -0.242
C -2.09 -2.98 0.27 -0.291
C -1.35 -4.25 0.60 -0.057
C -3.20 -3.80 -1.91 -0.052
C -5.05 -1.28 -1.25 -0.066
C -4.07 -0.04 1.45 -0.077
C -2.01 -2.04 2.68 -0.055
H -0.48 -4.07 1.24 0.071
H -1.01 -4.78 -0.29 0.063
H -2.02 -4.92 1.15 0.084
H -3.84 -4.64 -1.64 0.074
H -2.24 -4.21 -2.23 0.065
H -3.66 -3.30 -2.76 0.056
H -5.16 -0.20 -1.26 0.067
H -5.96 -1.70 -0.82 0.075
H -5.00 -1.62 -2.29 0.060
H -3.38 0.56 2.03 -0.048
H -4.80 -0.46 2.16 0.086
H -4.61 0.64 0.79 0.071
H -0.96 -2.04 2.98 0.053
H -2.44 -2.99 3.01 0.081
H -2.50 -1.24 3.23 0.073
O 4.36 -6.26 -0.92 -0.064
C 4.40 -5.46 0.03 -0.698
O 5.15 -5.43 1.02 -0.050
C 3.28 -4.39 0.02 -0.083
C 2.32 -4.38 -0.98 0.011
C 1.30 -3.45 -0.94 -0.127
N 1.18 -2.54 0.03 -0.009
C 2.13 -2.52 0.98 -0.167
C 3.18 -3.42 1.01 0.071
C 2.01 -1.41 2.01 -0.593
O 2.97 -1.06 2.66 0.084
O 0.82 -0.87 2.09 -0.302
H 2.38 -5.10 -1.78 0.113
H 0.53 -3.42 -1.71 0.119
H 3.93 -3.37 1.80 0.127
I -0.75 1.98 1.87 0.503
I -3.01 3.33 3.43 -0.322
```

Properties
multiplicity: 4
HOMO-LUMO gap (alpha / beta): 6.039 / 6.049 eV
relative energy (zero: lowest compared OMol25 entry of this formula, charge and spin): 244.1 kJ/mol
charge: -2
HOMO (alpha / beta): -2.79 / -2.79 eV

# 5
Molecular formula: C4H3BrO
Method: DFT, ωB97M-V/def2-TZVPD

```
9
Properties=species:S:1:pos:R:3:nbo_charge:R:1
C 0.42 0.58 0.34 -0.255
C -0.83 -0.05 0.01 -0.384
C -1.37 -1.27 0.00 0.712
C 1.58 0.21 -0.19 -0.371
O -1.93 -2.26 0.02 -0.409
Br -2.42 1.13 0.04 0.057
H 0.49 1.56 0.88 0.236
H 1.55 -0.76 -0.89 0.193
H 2.50 0.85 -0.20 0.220
```

Properties
HOMO-LUMO gap: 8.233 eV
relative energy (zero: lowest compared OMol25 entry of this formula, charge and spin): 85.2 kJ/mol
HOMO: -8.62 eV

# 6
Molecular formula: C28H33N3O8S
Method: DFT, ωB97M-V/def2-TZVPD

```
73
Properties=species:S:1:pos:R:3:nbo_charge:R:1
C -1.19 -3.56 -1.43 -0.265
H -2.01 -3.14 -0.83 0.208
H -1.61 -4.14 -2.25 0.201
O -0.42 -2.55 -2.05 -0.489
C 0.17 -1.62 -1.27 0.324
C 0.90 -0.63 -1.94 -0.273
C 1.51 0.38 -1.25 -0.144
C 1.43 0.45 0.14 -0.104
C 0.73 -0.55 0.81 -0.186
C 0.10 -1.57 0.12 -0.309
H -0.45 -2.31 0.67 0.235
H 0.66 -0.53 1.89 0.211
C 2.04 1.60 0.89 -0.057
N 3.49 1.62 0.83 -0.402
C 4.04 2.76 0.35 0.573
O 5.23 2.98 0.23 -0.581
C 2.88 3.68 0.01 0.457
O 2.93 4.80 -0.49 -0.564
C 1.68 2.94 0.31 -0.240
C 0.46 3.37 -0.13 0.449
O 0.32 4.54 -0.73 -0.637
H 1.21 4.98 -0.79 0.524
C -0.73 2.50 -0.08 -0.093
C -1.36 2.16 -1.27 -0.165
C -2.35 1.19 -1.28 -0.178
C -2.72 0.60 -0.09 -0.323
C -2.16 0.98 1.12 -0.193
C -1.15 1.93 1.12 -0.129
H -0.69 2.23 2.05 0.218
H -2.49 0.51 2.02 0.238
S -3.89 -0.75 -0.08 2.317
O -3.28 -1.87 0.57 -0.954
O -4.39 -0.94 -1.41 -0.943
N -5.04 -0.14 0.97 -0.674
C -5.93 0.83 0.36 -0.259
H -5.35 1.42 -0.35 0.220
C -7.09 0.13 -0.36 -0.096
H -7.84 0.86 -0.70 0.198
O -7.77 -0.75 0.50 -0.521
C -6.90 -1.74 1.00 -0.089
H -7.50 -2.39 1.64 0.200
C -5.75 -1.11 1.79 -0.260
H -5.02 -1.86 2.09 0.240
H -6.14 -0.59 2.67 0.207
H -6.48 -2.33 0.17 0.173
H -6.70 -0.42 -1.23 0.192
H -6.32 1.48 1.15 0.211
H -2.83 0.87 -2.19 0.249
H -1.04 2.63 -2.19 0.233
C 4.27 0.48 1.22 -0.222
H 3.66 -0.15 1.87 0.205
H 5.15 0.83 1.78 0.230
C 4.74 -0.34 0.00 -0.225
N 5.09 -1.69 0.41 -0.448
C 6.14 -2.28 -0.40 -0.245
C 6.51 -3.64 0.20 -0.073
H 7.26 -4.14 -0.41 0.194
O 5.40 -4.51 0.24 -0.522
C 4.36 -3.93 0.99 -0.072
C 3.94 -2.58 0.42 -0.256
H 3.54 -2.72 -0.60 0.174
H 3.15 -2.15 1.04 0.205
H 4.68 -3.79 2.03 0.164
H 3.53 -4.64 0.96 0.192
H 6.90 -3.49 1.22 0.165
H 7.02 -1.63 -0.38 0.207
H 5.82 -2.42 -1.44 0.169
H 5.62 0.15 -0.42 0.216
H 3.95 -0.34 -0.76 0.180
H 1.74 1.53 1.95 0.202
H 2.06 1.15 -1.78 0.212
H 0.96 -0.68 -3.02 0.228
H -0.57 -4.20 -0.80 0.172
```

Properties
HOMO-LUMO gap: 7.908 eV
relative energy (zero: lowest compared OMol25 entry of this formula, charge and spin): 135.3 kJ/mol
HOMO: -8.61 eV

Number 1: molar mass 1337.0 g mol⁻¹. Number 2: molar mass 934.9 g mol⁻¹. Number 3: molar mass 576.2 g mol⁻¹. Number 4: molar mass 1035.8 g mol⁻¹. Number 5: molar mass 147.0 g mol⁻¹. Number 6: molar mass 571.7 g mol⁻¹.